Density functional theory data (ωB97M-V/def2-TZVPD) for one molecule with the formula C4H4O.

Values from the calculation:
E_LUMO	-1.0244	eV
strongest force on any atom	0.68	eV Å⁻¹
gap between HOMO and LUMO	0.34937	Eh
HOMO energy	-10.531	eV
molecular weight	68.1	g/mol

Geometry as ORCA input:
```
! RIJCOSX wB97M-V def2-TZVPD def2/J DEFGRID3
* xyz 0 1
C -1.15 0.20 -0.02
H 2.33 -0.52 0.06
H -1.04 1.21 0.37
C 0.40 -0.84 -1.68
C 0.19 -0.28 -0.51
H -1.90 0.20 -0.81
C 1.38 -0.08 0.38
O 1.29 0.55 1.41
H -1.49 -0.45 0.80
*
```

Here are the natural (NBO) charges for atoms 1 to 4, given in e:
1 C -0.60
2 H 0.14
3 H 0.25
4 C 0.33

***

Density functional theory data (ωB97M-V/def2-TZVPD) for one molecule with the formula C4H4O.

Values from the calculation:
E_LUMO	0.8681	eV
strongest force on any atom	0.50	eV Å⁻¹
gap between HOMO and LUMO	0.39153	Eh
HOMO energy	-9.786	eV
molecular weight	68.1	g/mol
SMILES	C=C=CC=O

Geometry as ORCA input:
```
! RIJCOSX wB97M-V def2-TZVPD def2/J DEFGRID3
* xyz 0 1
C 0.76 0.58 0.37
C -0.37 1.54 0.11
O -1.34 1.63 0.81
H 1.75 0.91 0.68
H -0.74 -2.37 0.35
C -0.17 -1.74 -0.32
H -0.29 2.11 -0.84
H -0.09 -2.02 -1.36
C 0.41 -0.65 0.09
*
```

Here are the natural (NBO) charges for atoms 1 to 4, given in e:
1 C -0.41
2 C 0.43
3 O -0.49
4 H 0.25

***

Density functional theory data (ωB97M-V/def2-TZVPD) for C4H4O as an isolated structure.

Values from the calculation:
E_LUMO	0.9528	eV
strongest force on any atom	0.23	eV Å⁻¹
gap between HOMO and LUMO	0.37232	Eh
HOMO energy	-9.178	eV
molecular weight	68.1	g/mol

Geometry as ORCA input:
```
! RIJCOSX wB97M-V def2-TZVPD def2/J DEFGRID3
* xyz 0 1
H 0.32 -0.44 2.22
H 0.55 1.04 -1.08
C -0.25 0.07 -0.96
H -0.49 -0.16 -2.00
C 0.12 -0.18 1.19
O -0.21 1.12 0.96
C 0.13 -0.89 0.06
H 0.37 -1.94 -0.06
C -0.54 1.34 -0.36
*
```

Here are the natural (NBO) charges for atoms 1 to 4, given in e:
1 H 0.21
2 H 0.31
3 C -0.41
4 H 0.26